Formula: C24H74N2O12
Source: the OMol25 dataset
Level of theory: the ωB97M-V functional and the def2-TZVPD basis

Geometry as XYZ:
```
112
Properties=species:S:1:pos:R:3:forces:R:3:lowdin_charge:R:1
C -0.082 0.197 -1.383 0.0 -0.6 0.5 -0.03
C -0.888 0.109 -0.045 0.4 1.6 -2.2 -0.39
C -0.456 1.221 0.888 0.7 0.1 0.4 -0.06
O -2.252 0.341 -0.421 0.3 -0.4 0.6 -0.08
H 0.995 0.188 -1.214 0.1 -0.4 0.2 0.05
H -0.227 1.102 -1.973 -0.6 0.2 0.4 0.07
H -0.341 -0.649 -2.019 0.1 -0.1 0.0 0.07
H -0.815 -0.888 0.389 0.3 0.0 0.2 0.13
H 0.611 1.120 1.084 0.1 -0.4 0.6 0.06
H -1.053 1.254 1.799 0.3 -0.2 0.2 0.06
H -0.472 2.237 0.493 -0.6 -0.1 -0.7 0.08
H -2.667 0.540 0.422 -0.9 0.2 0.1 0.04
C 2.419 2.463 -3.524 0.3 -0.2 0.2 -0.05
C 2.350 3.639 -2.572 -0.4 0.2 0.8 -0.47
C 1.399 3.474 -1.374 -0.3 0.2 -0.7 -0.07
O 3.634 3.823 -1.967 0.7 -0.4 -0.2 -0.07
H 2.549 1.546 -2.948 0.1 -0.1 0.1 0.07
H 3.295 2.559 -4.165 -0.1 0.1 -0.1 0.08
H 1.536 2.316 -4.147 -0.1 0.3 0.1 0.08
H 2.075 4.561 -3.085 -0.1 0.0 -0.3 0.13
H 1.623 2.584 -0.785 0.4 0.2 0.1 0.06
H 0.345 3.383 -1.637 -0.1 0.1 -0.3 0.07
H 1.526 4.396 -0.807 -0.2 -0.2 0.4 0.08
H 3.919 4.740 -1.948 -0.3 0.0 -0.2 0.09
C -5.076 1.546 -4.215 1.0 -0.1 -0.6 -0.04
C -4.159 1.774 -3.011 0.8 0.5 0.3 -0.49
C -4.850 2.145 -1.712 0.2 -0.7 0.3 -0.05
O -3.309 0.649 -2.852 -0.6 -0.7 -1.0 -0.07
H -5.009 0.510 -4.544 -0.7 -0.4 0.7 0.08
H -4.627 1.976 -5.110 -0.1 0.7 0.1 0.07
H -6.089 1.930 -4.095 0.1 -0.3 0.0 0.07
H -3.456 2.588 -3.189 -0.2 0.5 -0.5 0.12
H -5.579 2.948 -1.814 -0.1 -0.2 -0.1 0.08
H -4.111 2.442 -0.968 0.2 0.2 -0.1 0.06
H -5.266 1.228 -1.294 -0.6 0.1 0.0 0.07
H -2.922 0.587 -1.976 0.1 0.2 0.5 0.01
C -1.139 -4.839 -2.389 0.1 -0.1 1.0 -0.07
C 0.184 -4.726 -3.137 0.2 0.0 0.7 -0.42
C 1.389 -4.440 -2.198 -1.2 0.2 -0.3 -0.19
O 1.090 -3.326 -1.375 0.8 0.0 0.6 -0.20
C 2.135 -3.051 -0.423 -1.1 0.7 -0.4 -0.09
N 0.445 -5.972 -3.878 -0.7 0.4 0.0 0.04
H -1.338 -3.911 -1.852 0.1 0.1 0.0 0.07
H -1.089 -5.625 -1.636 0.0 -0.2 0.0 0.08
H -2.043 -5.020 -2.971 0.3 -0.1 -0.5 0.08
H 0.008 -3.871 -3.790 0.7 0.3 -0.3 0.11
H 2.245 -4.214 -2.833 0.4 -0.1 0.0 0.12
H 1.600 -5.296 -1.557 0.0 -0.4 -0.1 0.13
H 2.188 -3.713 0.441 -0.2 -0.7 -0.2 0.09
H 1.859 -2.086 0.003 0.2 0.1 -0.1 0.06
H 3.113 -2.980 -0.901 0.1 0.0 -0.1 0.08
H -0.257 -5.902 -4.601 -0.2 -0.7 -0.4 0.07
H 1.317 -5.991 -4.387 0.4 0.4 0.1 0.06
C 0.863 2.676 4.402 0.8 -0.5 -0.3 -0.05
C 2.322 2.171 4.451 -1.3 -0.5 -0.6 -0.47
C 3.129 2.381 3.145 -0.6 1.9 0.1 -0.11
O 3.282 3.865 2.833 -0.2 -1.5 0.0 -0.20
C 3.884 4.038 1.544 0.4 -0.7 0.3 -0.12
N 2.993 2.653 5.588 0.9 1.7 1.1 0.03
H 0.415 2.015 3.660 -0.6 0.4 -0.1 0.04
H 0.770 3.732 4.147 0.1 0.0 -0.2 0.08
H 0.383 2.513 5.367 0.1 -0.1 0.0 0.08
H 2.212 1.129 4.753 0.2 -0.6 -1.4 0.12
H 2.598 1.930 2.307 0.2 -0.2 -0.2 0.10
H 4.139 1.995 3.287 0.0 -0.3 -0.3 0.12
H 4.176 5.055 1.283 -0.6 0.4 0.7 0.08
H 3.271 3.658 0.726 -0.2 -0.1 0.1 0.05
H 4.847 3.529 1.506 0.1 -0.5 0.0 0.08
H 3.975 2.525 5.386 0.4 0.0 0.5 0.07
H 2.862 3.655 5.567 0.3 0.5 0.4 0.07
C -4.969 -1.536 0.585 0.7 -1.3 0.3 -0.12
O -4.659 -2.951 0.402 -0.5 0.8 -0.5 -0.13
H -5.973 -1.357 0.971 -0.1 -0.2 0.1 0.07
H -4.215 -1.186 1.290 -0.1 0.7 -0.1 0.06
H -4.880 -1.043 -0.383 0.2 -0.2 0.1 0.07
H -4.620 -3.402 1.248 -0.1 0.2 0.1 0.06
C -0.958 -4.042 1.897 -0.8 0.5 -1.0 -0.18
O -0.103 -4.683 2.779 0.8 -0.6 0.3 -0.10
H -0.715 -2.991 1.745 -0.1 0.4 0.5 0.05
H -0.882 -4.418 0.876 0.3 -0.6 0.1 0.07
H -2.005 -4.172 2.171 -0.1 0.2 0.1 0.08
H -0.372 -4.513 3.685 0.0 0.1 0.0 0.08
C -3.200 3.058 2.022 0.5 -0.2 0.2 -0.12
O -3.503 1.644 1.934 -0.1 1.0 -0.3 -0.15
H -2.530 3.353 1.214 0.0 -0.4 -0.1 0.07
H -4.042 3.748 1.966 -0.4 -0.4 0.0 0.08
H -2.671 3.233 2.959 0.0 0.2 0.1 0.08
H -4.277 1.484 2.479 -0.1 -0.1 0.0 0.08
C 4.232 -0.300 -0.353 -1.8 0.6 -1.7 -0.16
O 4.281 -0.954 0.860 1.2 -0.8 1.3 -0.11
H 4.519 0.751 -0.372 0.5 -0.1 0.5 0.08
H 4.703 -0.826 -1.184 0.3 0.0 0.2 0.09
H 3.164 -0.313 -0.575 -0.2 0.4 -0.7 0.05
H 4.812 -1.745 0.742 0.1 0.0 0.4 0.10
C 1.566 -1.443 2.967 -0.1 -0.5 0.2 -0.15
O 2.873 -1.011 3.298 -0.4 -0.4 -0.1 -0.11
H 1.551 -2.210 2.193 0.2 0.2 -0.4 0.05
H 1.115 -2.000 3.789 -0.1 0.5 0.4 0.08
H 0.965 -0.588 2.657 -0.4 -0.1 0.1 0.06
H 3.301 -0.989 2.439 0.7 0.3 -0.1 0.02
C -1.659 -0.313 4.414 1.4 0.4 -0.9 -0.19
O -1.578 -0.988 5.615 -0.6 -1.4 1.4 -0.10
H -2.497 0.383 4.432 0.3 0.2 -0.6 0.08
H -0.651 0.082 4.290 -0.2 1.4 -0.3 0.05
H -1.640 -0.967 3.542 -1.0 -0.6 0.1 0.07
H -1.957 -0.425 6.293 0.1 -0.2 0.1 0.08
C 1.164 -1.097 -5.244 1.6 -0.4 0.8 -0.20
O 0.202 -1.926 -5.755 -1.9 -0.6 -1.1 -0.11
H 2.101 -1.532 -5.592 0.3 0.3 0.2 0.08
H 1.124 -0.056 -5.565 -0.2 0.1 0.1 0.07
H 1.098 -1.244 -4.166 0.6 0.8 0.4 0.07
H -0.608 -1.652 -5.318 -0.4 -0.3 -0.2 0.08
```
Positions in Å, forces in eV/Å.

## Properties
lowest unoccupied orbital energy: 0.208 eV
SMILES string: COC[C@H](C)N.COC[C@H](C)N.CC(C)O.CC(C)O.CC(C)O.CO.CO.CO.CO.CO.CO.CO
maximum force: 2.8 eV/Å
energy relative to the best compared isomer or geometry (same formula, charge and spin): 0.929 eV

Formula: C15H54Ca2F3N2O22PS
Source: the OMol25 dataset
Level of theory: the ωB97M-V functional and the def2-TZVPD basis

Geometry as XYZ:
```
100
Properties=species:S:1:pos:R:3:forces:R:3:lowdin_charge:R:1
Ca 14.688 11.236 13.168 -0.2 -0.1 0.6 1.45
Ca 13.910 12.019 17.192 -0.6 -0.2 0.7 1.47
C 10.450 13.826 14.778 -1.0 0.6 -0.4 -0.65
F 9.984 14.744 15.673 0.9 -1.1 -0.7 0.13
F 10.050 12.611 15.119 -0.5 -0.2 0.5 0.14
F 9.894 14.127 13.600 0.3 0.0 0.1 0.14
S 12.265 13.694 14.651 1.6 1.3 -2.1 0.54
O 12.623 13.469 16.021 0.0 -0.6 1.7 -0.42
O 12.549 12.549 13.766 -0.4 1.1 0.6 -0.36
O 12.769 14.984 14.192 -0.6 -0.8 -0.2 -0.29
P 15.998 10.737 15.872 -1.9 -0.9 -1.6 0.06
O 16.070 11.832 16.941 0.5 -0.2 -0.2 -0.46
O 16.569 11.105 14.470 0.0 1.2 0.3 -0.49
O 14.372 10.611 15.509 1.6 0.4 0.2 -0.63
O 16.469 9.372 16.227 0.6 -1.1 0.8 -0.31
C 10.272 10.367 11.146 -1.7 0.1 1.0 -0.03
C 9.061 9.332 11.166 1.6 -0.5 -0.6 -0.37
C 8.286 9.403 9.847 -2.3 -0.1 -0.8 -0.16
O 7.475 8.191 9.700 0.9 0.5 1.4 -0.24
C 6.923 7.950 8.465 0.8 -1.2 -2.1 -0.15
N 9.574 7.934 11.234 -0.7 -0.8 0.1 0.01
H 10.437 10.840 12.166 -0.2 -0.6 -1.3 0.09
H 9.968 11.128 10.419 0.3 0.3 0.3 0.07
H 11.184 9.901 10.803 0.1 -0.1 -0.1 0.04
H 8.405 9.542 12.002 -0.3 0.2 0.1 0.13
H 8.899 9.419 8.920 0.1 0.4 0.7 0.13
H 7.506 10.250 9.860 1.5 -0.7 -0.1 0.15
H 6.820 6.834 8.299 0.2 1.1 0.4 0.10
H 7.567 8.330 7.603 -0.6 -0.3 1.0 0.10
H 5.933 8.350 8.355 -0.6 0.6 0.0 0.07
H 9.872 7.644 12.167 0.0 0.6 -0.1 0.09
H 8.786 7.285 11.016 0.9 0.8 0.0 0.09
C 14.666 11.220 9.724 0.6 2.2 -0.7 -0.04
C 16.113 11.279 10.238 0.7 -0.2 0.5 -0.36
C 16.543 12.686 10.773 0.4 -0.8 1.0 -0.14
O 15.563 13.009 11.767 -0.8 0.5 0.6 -0.34
C 15.141 14.378 11.739 0.1 0.6 1.4 -0.07
N 16.138 10.277 11.339 -1.8 1.6 -0.6 0.00
H 14.542 12.005 8.944 0.1 -0.7 0.1 0.10
H 13.894 11.527 10.459 0.5 -0.7 -0.1 0.08
H 14.506 10.252 9.292 -0.5 -0.4 -0.1 0.08
H 16.863 10.976 9.467 -0.7 0.4 0.1 0.15
H 16.553 13.478 10.018 -0.1 -0.4 -0.2 0.12
H 17.554 12.711 11.300 -1.1 -0.4 -0.7 0.15
H 14.663 14.587 10.806 -0.6 0.2 -0.6 0.09
H 16.016 15.001 11.835 0.5 0.3 -0.2 0.09
H 14.504 14.723 12.625 0.5 -1.3 -1.4 0.09
H 17.027 10.104 11.700 1.8 -0.5 0.4 0.03
H 15.652 9.443 11.050 0.2 -0.4 0.1 0.07
O 16.304 8.158 13.604 1.1 0.7 1.0 -0.09
H 16.599 8.547 14.484 -1.2 -0.5 -0.2 0.04
H 17.131 8.397 13.161 0.1 -0.2 -0.6 0.03
O 13.315 9.431 12.831 0.2 0.5 0.2 -0.18
H 13.439 8.855 13.604 -0.2 -0.4 0.0 0.01
H 12.880 8.907 12.128 -0.1 -0.1 -0.3 0.00
O 14.751 6.923 11.586 -1.6 0.4 0.3 -0.03
H 14.825 7.325 12.459 0.1 0.2 0.4 0.02
H 15.628 6.674 11.413 1.8 -0.7 -0.6 0.03
O 12.413 8.016 10.824 1.5 0.8 0.0 -0.07
H 11.504 7.759 10.713 -1.0 -0.8 0.0 0.00
H 13.087 7.323 10.944 -0.5 -0.2 -0.3 0.03
O 16.637 13.711 19.285 0.0 -0.5 1.1 -0.05
H 16.939 12.870 18.911 -0.2 0.2 -0.2 0.05
H 16.341 14.245 18.552 -0.1 0.4 -1.0 -0.01
O 13.021 10.120 18.659 0.9 0.5 -0.7 -0.11
H 13.387 9.236 18.398 0.0 0.2 0.1 0.02
H 12.162 10.017 19.040 -0.6 -0.2 0.3 0.04
O 13.869 13.439 19.056 2.1 -0.9 0.8 -0.14
H 13.262 14.130 19.215 -0.9 1.3 0.4 0.04
H 14.728 13.618 19.570 -1.1 -0.3 -1.0 0.08
C 16.382 15.206 14.593 -1.1 -0.4 -0.2 -0.20
C 16.764 14.843 16.003 1.5 -0.4 1.0 -0.26
O 15.669 14.936 16.860 -1.4 0.9 0.3 -0.09
O 15.516 16.381 14.621 -1.4 -1.3 -0.6 -0.09
H 15.935 14.305 14.083 0.0 1.0 0.7 0.11
H 17.232 15.445 13.997 0.8 0.3 -0.3 0.11
H 17.632 15.360 16.451 -0.3 0.8 -0.6 0.14
H 17.087 13.837 16.168 0.2 -1.0 -0.9 0.08
H 15.243 15.765 16.570 -0.2 -0.3 0.4 0.10
H 14.570 16.120 14.362 1.9 0.3 0.6 0.09
C 14.334 6.904 15.704 0.4 -0.8 1.5 -0.28
C 14.039 6.816 17.201 -1.5 0.8 -0.3 -0.21
O 14.426 7.971 17.955 1.5 -0.2 -0.3 -0.11
O 13.625 7.929 15.104 0.4 2.0 -0.6 -0.10
H 14.053 5.903 15.342 -0.2 0.4 -0.5 0.13
H 15.423 6.960 15.590 -0.1 0.3 -0.2 0.11
H 14.525 5.900 17.515 0.1 -0.2 0.7 0.11
H 12.914 6.788 17.370 1.3 -0.4 -0.3 0.14
H 15.368 8.216 17.726 -1.2 0.0 0.0 0.11
H 14.069 8.841 15.291 -0.7 -1.4 0.3 0.08
C 19.880 11.899 14.035 -0.1 0.2 0.8 -0.23
C 19.545 10.400 14.055 -0.4 0.9 -1.1 -0.20
O 18.513 10.068 13.097 0.5 -0.1 0.4 -0.14
O 18.716 12.724 13.950 0.7 0.0 0.0 -0.10
H 20.563 12.156 13.228 -0.4 0.0 -0.5 0.11
H 20.488 12.145 14.943 -0.5 -0.3 -0.3 0.12
H 19.193 10.114 15.017 -0.3 -0.2 1.0 0.10
H 20.465 9.871 13.858 0.1 -0.5 -0.3 0.11
H 17.678 10.369 13.557 0.5 0.1 -0.1 0.00
H 17.991 12.314 14.457 0.1 -0.2 -0.2 0.03
```
Positions in Å, forces in eV/Å.

## Properties
lowest unoccupied orbital energy: 0.143 eV
maximum force: 2.9 eV/Å

The records above yield calculated total energy values of -1970.9414 -4763.5576 Ha, respectively.
The records above yield Kohn-Sham gap values of 9.38 9.45 eV, respectively.
The records above yield HOMO energy values of -9.17 -9.31 eV, respectively.